# 1
Formula: C5H9InMgO3
Source: the Open Molecules 2025 dataset
Level of theory: the ωB97M-V functional and the def2-TZVPD basis

```
19
Properties=species:S:1:pos:R:3:forces:R:3:mulliken_charge:R:1
O -1.728 -1.870 1.442 0.7 0.4 -4.5 -0.555
In -1.929 -1.442 3.295 -0.9 0.7 4.9 0.440
C -2.356 -1.964 -0.846 -1.0 -0.2 -0.9 -1.105
C -1.805 -1.393 0.244 0.3 -1.9 -0.6 0.780
O -1.027 -0.229 0.151 0.7 0.6 2.3 -0.351
C -0.321 0.057 -1.052 -0.1 0.2 -1.2 -0.469
C 0.685 1.127 -0.708 -0.3 0.3 -0.4 -0.410
O 1.400 0.700 0.450 -0.3 -0.5 0.7 -0.225
C 2.579 1.454 0.708 0.7 0.4 0.1 -0.759
Mg 0.183 -0.144 1.980 0.3 0.4 -0.9 0.638
H -1.743 -2.542 -1.532 -0.1 -0.1 0.2 0.335
H -3.320 -1.596 -1.189 0.2 0.1 -0.1 0.307
H -1.014 0.423 -1.821 0.2 -0.2 0.2 0.303
H 0.182 -0.848 -1.422 -0.3 0.2 0.2 0.408
H 0.192 2.088 -0.491 0.1 -0.2 -0.1 0.351
H 1.380 1.264 -1.549 -0.1 -0.1 0.2 0.387
H 2.988 1.111 1.665 0.0 0.1 -0.3 0.280
H 3.313 1.278 -0.090 -0.2 0.1 0.2 0.294
H 2.341 2.526 0.766 0.1 -0.3 0.0 0.352
```
Positions in Å, forces in eV/Å.

Summary:
Max |F| in eV/A: 5.0
HOMO (alpha / beta) in eV: -9.9 / -9.9
Charge: +1
Kohn-Sham gap (alpha / beta) in hartree: 0.2051 / 0.1568
2S+1: 2
LUMO level (alpha / beta) in eV: -4.3396 / -5.6458
Electronic energy in eV: -22081.3078

=====

# 2
Formula: C3H9NOP
Source: the Open Molecules 2025 dataset
Level of theory: the ωB97M-V functional and the def2-TZVPD basis

```
15
Properties=species:S:1:pos:R:3:forces:R:3:mulliken_charge:R:1
O 1.756 -0.213 1.049 0.0 -0.6 1.6 -0.527
P 1.556 0.163 -0.501 -0.5 1.1 -1.2 0.185
C 0.228 1.441 -0.170 -2.6 -4.0 -2.4 -0.663
C -1.183 0.544 0.073 0.7 3.7 4.1 -0.705
N -0.792 -0.824 0.202 -0.5 -1.9 -0.2 -0.134
C 0.187 -1.027 -0.878 0.7 -1.9 -3.2 -0.511
H 2.631 -0.489 1.344 0.1 0.0 -0.2 0.338
H 0.075 2.029 -1.041 0.0 0.7 -0.6 0.399
H 0.435 1.991 0.657 0.5 1.7 2.3 0.463
H -1.496 0.826 1.166 0.1 -0.2 -2.1 0.338
H -2.046 0.632 -0.554 0.0 0.4 -0.8 0.405
H -0.166 -0.867 0.956 1.1 -0.1 2.2 0.324
H -1.565 -1.480 0.524 0.9 0.6 -1.5 0.392
H 0.647 -2.092 -0.932 -1.3 1.7 0.0 0.357
H -0.267 -0.636 -1.895 0.8 -1.3 1.9 0.340
```
Positions in Å, forces in eV/Å.

Summary:
Max |F| in eV/A: 5.6
HOMO in eV: -14.0
Structure (SMILES): OP1CC[NH2+]C1
Charge: +1
Kohn-Sham gap in hartree: 0.3893
2S+1: 1
LUMO level in eV: -3.3900
Electronic energy in eV: -16075.9015